Record 1
Below is a 2-piece molecular cluster, C17H30N3O5S2 overall at a distorted geometry, with properties calculated with ωB97M-V/def2-TZVPD.

The geometry in XYZ format:
```
57
Properties=species:S:1:pos:R:3
S -3.94922 -0.92868 -1.37162
S -0.25807 -0.08678 1.95372
O 0.36027 3.83370 -0.86885
O 0.02950 5.58543 0.57800
O 2.89701 -0.99829 1.47684
O -6.12313 -2.75001 -1.52582
O 1.06443 5.82843 -1.45933
N -6.87593 -0.70080 -0.35864
N -7.95125 -1.61060 -0.46650
N 2.55668 -1.92169 0.56273
C 2.26150 0.28798 -0.71814
C 0.43563 5.13139 -0.48018
C -2.05697 -1.93782 0.53217
C 1.82896 -3.10576 1.14986
C 2.62149 -3.46161 2.57960
C 2.43536 7.43596 -0.25753
C -5.72344 -1.41810 -1.02621
C 1.91390 -4.48618 0.25167
C -0.45125 -1.56985 0.82197
C 0.24305 -1.41380 -0.65397
C -7.54991 -2.88369 -1.18172
C 1.87913 -1.33904 -0.65318
C 0.26687 -2.84199 1.56459
C -2.97936 -0.62108 0.21248
C 1.26142 7.22299 -1.19690
C 2.45007 -1.95454 -2.09695
C -0.20148 2.96879 0.11587
H 1.47725 7.69960 -2.15988
H -2.54791 -2.52929 1.43724
H 0.49374 2.86157 0.95448
H 2.30070 -4.53433 2.92139
H 3.80193 -3.49660 2.41970
H -3.66809 -0.36688 1.15126
H -2.07492 -2.60352 -0.45889
H -0.22448 -0.52319 -1.28835
H -0.32889 -3.83020 1.26189
H 1.38689 -4.38402 -0.78866
H -0.04500 -2.39944 -1.26279
H 3.33168 6.93881 -0.64192
H 0.34385 7.68110 -0.80999
H 1.82460 0.65087 -1.76805
H 2.23516 7.00808 0.73030
H 0.17577 -2.76970 2.73610
H 1.72475 0.91749 0.10921
H 3.52478 -1.45782 -2.25039
H -1.17216 3.33693 0.46365
H 1.70421 -1.61222 -2.94216
H -2.35561 0.37478 0.02167
H 2.63524 -3.10935 -2.06432
H 2.35774 -2.69311 3.42914
H -8.14071 -3.85297 -1.46581
H 0.62946 -0.38135 3.02553
H 3.42360 0.47522 -0.78664
H 2.64427 8.50194 -0.13366
H -0.34951 1.98628 -0.33937
H 1.43887 -5.38013 0.87273
H 3.06753 -4.77292 0.14264
```

## Properties
Spin multiplicity = 2
Molar mass = 420.58 Da
E_HOMO (spin up / spin down) = -9.0176 / -9.0828 eV
Energy above the lowest of the compared OMol25 structures with the same formula, charge and spin = 8.765 eV
Energy = -2002.2052 hartree
Frontier orbital gap (spin up / spin down) = 0.3233 / 0.3226 Ha
Net charge = 0

---

Record 2
Below is one molecule with the formula CH2N2O2 at a distorted geometry, with properties calculated with ωB97M-V/def2-TZVPD.

The geometry in XYZ format:
```
7
Properties=species:S:1:pos:R:3
O -1.23357 0.81232 -0.44194
O -1.85486 -1.25550 -0.10532
N -1.07739 -0.33681 -0.10953
N 0.18690 -0.59331 0.38826
C 1.12668 0.21672 0.13789
H 0.90464 1.10940 -0.52018
H 1.94760 0.04719 0.65082
```

## Properties
Structure (SMILES) = C=N[N+](=O)[O-]
Molar mass = 74.04 Da
E_HOMO = -11.1158 eV
Energy above the lowest of the compared OMol25 structures with the same formula, charge and spin = 5.537 eV
Energy = -299.1334 hartree
Frontier orbital gap = 0.3752 Ha
Net charge = 0

---

Record 3
Below is C45H51MgN4O4PS3 as an isolated structure at a distorted geometry, with properties calculated with ωB97M-V/def2-TZVPD.

The geometry in XYZ format:
```
109
Properties=species:S:1:pos:R:3
S -1.65876 1.00629 -1.28734
S 0.49454 2.49519 0.54586
S -0.78086 -0.61871 1.38576
P 3.57374 -0.90901 0.73906
Mg 2.21284 0.27269 -1.05364
O 0.89094 -3.90831 -0.55094
O 1.80354 -1.48021 -1.39974
O 3.56784 1.44929 -1.79964
O 1.50524 1.45899 0.25586
N -3.22826 0.12329 2.06066
N 1.81564 1.88289 -3.22064
N 1.32524 0.73119 -2.72894
N -4.00446 -0.02161 -0.61284
C 1.41904 4.08209 0.35766
C -3.92486 -1.10251 4.03756
C -6.10516 -2.14711 -4.48714
C 3.60664 3.41709 -3.15334
C -1.20246 -1.75971 -3.43464
C 5.50834 4.88939 -3.20224
C 6.36634 1.43409 3.55546
C 2.96004 4.23469 -4.08064
C -4.75366 -3.35901 4.08516
C 0.70204 -1.90941 -1.89654
C 0.19334 -3.18321 -1.52104
C 2.96844 2.17249 -2.65954
C -5.77976 -2.97101 4.92956
C 1.69504 -4.92891 -1.09084
C 2.70184 4.13019 1.15776
C 5.61674 0.39769 4.08306
C -2.30636 -0.06911 1.09526
C -4.56156 0.51889 1.66696
C -4.48906 0.14839 -1.96124
C -4.94976 -0.30471 0.44496
C 3.58604 5.36789 -4.56114
C 4.79404 -0.35351 3.26046
C 4.86074 5.69369 -4.12524
C -5.62086 -1.02191 -3.84814
C -4.95026 -0.72131 4.89416
C 4.79124 -1.63751 -0.42494
C -6.03916 -3.38091 -3.86014
C 5.46174 0.98109 1.38446
C -5.02006 -1.11621 -2.59514
C -5.44746 -3.48521 -2.61424
C 0.31204 2.46159 2.41196
C -3.83316 -2.43041 3.63536
C 0.40274 0.08669 -3.33814
C -5.87096 -1.65411 5.34106
C -0.96236 -3.69861 -2.06054
C 3.01954 -2.40331 1.64716
C -2.72636 0.25829 -0.27774
C -0.05386 -1.18981 -2.87384
C 4.88464 3.75499 -2.71764
C -1.66566 -2.99011 -3.03054
C -4.92076 -2.36361 -1.99524
C -2.96616 -0.08681 3.47046
C 4.71784 -0.07861 1.90076
C 6.28984 1.72499 2.20226
C 1.43784 1.70299 3.08326
H -5.27376 0.92109 -1.97564
H -1.75566 -1.20431 -4.18264
H -4.94366 -1.36451 0.72816
H -2.55706 -3.40701 -3.47454
H 1.63164 4.12719 -0.71204
H -1.31326 -4.66611 -1.72364
H -6.43186 -4.25941 -4.34814
H 2.36574 -2.95741 0.97576
H 2.50324 4.21089 2.22496
H -6.50666 -3.69291 5.26806
H -3.04376 -2.72491 2.95986
H 3.29544 4.99339 0.86376
H 0.72624 4.88079 0.62026
H -5.95286 -0.05181 0.10016
H -6.67076 -1.34511 5.99606
H -4.41016 -2.49471 -1.05434
H -5.38746 -4.44461 -2.11784
H -5.03626 0.31209 5.20486
H 1.08254 -5.69541 -1.57934
H 5.37514 3.10889 -2.00294
H 5.35314 6.57389 -4.51064
H -6.53056 -2.06241 -5.47744
H 1.90964 1.03939 2.35386
H -5.25346 0.32409 2.48786
H -0.03866 0.49609 -4.25184
H 5.59874 -2.16061 0.09356
H 3.09024 6.00169 -5.28324
H 1.06244 1.09009 3.90046
H -0.64116 1.95539 2.55756
H 4.24364 -2.31991 -1.07254
H 6.86964 2.53999 1.79236
H 6.50464 5.14709 -2.87034
H 5.66534 0.17519 5.14006
H 4.20874 -1.15651 3.68306
H 5.19324 -0.83121 -1.03674
H 2.20474 2.36929 3.47036
H 2.41194 -4.53071 -1.81794
H 1.97254 3.95569 -4.41264
H 2.43174 -2.11221 2.51626
H 7.00424 2.02049 4.19916
H -5.70056 -0.06071 -4.33274
H -3.64436 0.52819 -2.55024
H -1.93316 -0.43631 3.55556
H -4.67956 -4.38471 3.76386
H 3.85974 -3.02981 1.94876
H -4.57556 1.58949 1.42506
H 0.21724 3.48899 2.75296
H 3.28794 3.23319 0.96146
H -3.05796 0.87169 3.99756
H 5.36974 1.22159 0.33336
H 2.23544 -5.37491 -0.25594
```

## Properties
Molar mass = 863.41 Da
E_HOMO = -6.7114 eV
Energy above the lowest of the compared OMol25 structures with the same formula, charge and spin = 1.279 eV
Energy = -4001.4590 hartree
Frontier orbital gap = 0.2332 Ha
Net charge = 0

---

Record 4
Below is one molecule with the formula C2H4N4S2 at a distorted geometry, with properties calculated with ωB97M-V/def2-TZVPD.

The geometry in XYZ format:
```
12
Properties=species:S:1:pos:R:3
S 1.18614 -0.25521 -1.48236
S -1.24004 -0.96791 0.33014
N -0.10007 2.64737 1.67048
N -0.90887 1.48906 1.13171
N 0.55553 1.03688 -0.51094
N -0.01400 -2.11412 0.11376
C 0.96053 -1.68556 -0.58480
C -0.44300 0.63034 0.19228
H -1.07506 0.90163 2.12838
H 1.65194 -2.47924 -0.82467
H -0.45327 3.60401 1.15915
H 0.90565 2.46054 1.49281
```

## Properties
Structure (SMILES) = NNC1=NSC=NS1
Molar mass = 148.22 Da
E_HOMO = -8.5303 eV
Energy above the lowest of the compared OMol25 structures with the same formula, charge and spin = 2.862 eV
Energy = -1093.8975 hartree
Frontier orbital gap = 0.3235 Ha
Net charge = 0

---

Record 5
Below is a 2-piece molecular cluster, C4H6N2O overall at a distorted geometry, with properties calculated with ωB97M-V/def2-TZVPD.

The geometry in XYZ format:
```
13
Properties=species:S:1:pos:R:3
O -2.85106 -1.19138 -0.35970
N -0.55716 0.81934 -1.39180
N 0.47991 -1.46095 0.10900
C 0.73025 -0.24724 0.30388
C 0.35041 1.05985 -0.28610
C 1.20838 -1.08014 1.38463
C -2.30617 -0.54508 0.39983
H 1.25228 1.65282 -0.51775
H -0.18534 1.59992 0.50588
H -0.12304 0.24238 -2.10370
H 2.24835 -1.39309 1.46156
H 0.63121 -1.13756 2.30865
H -0.87801 1.68113 -1.81439
```

## Properties
Molar mass = 98.10 Da
E_HOMO = -9.7824 eV
Energy above the lowest of the compared OMol25 structures with the same formula, charge and spin = 2.988 eV
Energy = -340.6851 hartree
Frontier orbital gap = 0.3938 Ha
Net charge = 0

---

Record 6
Below is CH4KO as an isolated structure at a distorted geometry, with properties calculated with ωB97M-V/def2-TZVPD.

The geometry in XYZ format:
```
7
Properties=species:S:1:pos:R:3
K 0.03566 1.12973 1.22662
O 2.24508 1.66168 2.21380
C 3.15970 2.67116 1.79800
H 2.69475 3.18297 0.93866
H 3.34738 3.41467 2.59083
H 2.64094 1.19410 2.97870
H 4.12642 2.24934 1.47529
```

## Properties
Molar mass = 71.14 Da
E_HOMO = -15.2062 eV
Energy above the lowest of the compared OMol25 structures with the same formula, charge and spin = 0.000 eV
Energy = -715.4697 hartree
Frontier orbital gap = 0.4091 Ha
Net charge = +1

---

Which of these has the highest molar mass? C45H51MgN4O4PS3

---

Among the records above, which one has the highest energy? CH2N2O2

---

Which of these has the lowest molar mass? CH4KO

---

The highest energy belongs to which entry? CH2N2O2